This record from OMol25 describes a molecular structure, C23H29N2O2RhSTe in a non-equilibrium geometry. The level of theory is the ωB97M-V functional and the def2-TZVPD basis.

Values from the calculation:
Gap between HOMO and LUMO (alpha / beta)   5.11 / 5.12 eV
E_LUMO (alpha / beta)   -0.85 / -0.86 eV
Calculated total energy   -52531.7741 eV
Relative energy (zero: lowest compared OMol25 entry of this formula, charge and spin)   63.1 kcal per mole
Max |F|   0.04152 Eh/bohr

```
! wB97M-V def2-TZVPD RIJCOSX def2/J DEFGRID3
* xyz 0 1
Rh -0.142 0.085 1.101
C -0.135 -2.238 -5.192
C 0.615 -1.191 -4.367
N -0.263 -0.403 -3.506
C -1.063 0.621 -4.171
C -0.367 1.978 -4.176
C -0.285 -0.526 -2.172
S -1.261 0.402 -1.178
N 0.529 -1.543 -1.616
C 1.586 -2.103 0.603
O 1.201 -1.732 1.701
C 2.358 -3.313 0.401
C 2.403 -4.286 1.406
C 3.142 -5.437 1.223
C 3.860 -5.628 0.048
C 3.846 -4.654 -0.942
C 3.100 -3.504 -0.771
H 0.569 -2.815 -5.792
H -0.854 -1.771 -5.864
H -0.679 -2.931 -4.552
H 1.118 -0.497 -5.045
H 1.373 -1.670 -3.753
H -2.018 0.703 -3.657
H -1.245 0.292 -5.194
H -0.170 2.308 -3.157
H -1.015 2.711 -4.657
H 0.577 1.936 -4.721
H 1.842 -4.108 2.314
H 3.168 -6.196 1.993
H 4.436 -6.534 -0.088
H 4.432 -4.792 -1.841
H 3.113 -2.726 -1.527
C -0.055 -2.892 -1.659
C 1.254 -1.130 -0.507
O 1.589 0.056 -0.385
H -0.890 -2.884 -2.351
H -0.444 -3.175 -0.679
H 0.674 -3.632 -1.983
C -1.319 6.204 4.614
C -1.516 4.825 4.045
C -2.786 4.343 3.763
C -2.998 3.046 3.306
C -4.403 2.595 3.011
C -1.900 2.197 3.117
Te -2.222 0.151 2.615
C -0.606 2.686 3.340
C 0.618 1.851 3.091
C -0.436 3.986 3.805
H -2.224 6.800 4.504
H -0.494 6.722 4.122
H -1.085 6.143 5.680
H -3.640 4.997 3.907
H -5.109 3.415 3.147
H -4.697 1.771 3.663
H -4.480 2.235 1.984
H 0.661 1.518 2.019
H 0.638 0.964 3.729
H 1.529 2.424 3.261
H 0.571 4.347 3.989
*
```